# 1
{
  "formula": "C4H32N2O12",
  "method": "wB97M-V/def2-TZVPD",
  "homo_ev": -9.7,
  "smiles": "CC(C)NC(N)=O.O.O.O.O.O.O.O.O.O.O.O",
  "e_above_lowest_kcal_mol": 46.3,
  "orbital_gap_ev": 9.753,
  "multiplicity": 1,
  "symbols": ["O", "O", "O", "O", "O", "O", "O", "O", "O", "O", "O", "O", "N", "N", "C", "C", "C", "C", "H", "H", "H", "H", "H", "H", "H", "H", "H", "H", "H", "H", "H", "H", "H", "H", "H", "H", "H", "H", "H", "H", "H", "H", "H", "H", "H", "H", "H", "H", "H", "H"],
  "coordinates": [[-2.1076, -0.8182, 3.7615], [2.0333, -0.6571, 1.3191], [-3.0892, -1.5366, 1.3399], [0.7975, 3.6708, -0.0242], [-0.3585, -2.3642, 1.7772], [-1.2590, -3.3439, -1.7342], [-1.9590, 3.2071, -0.0392], [1.9409, 2.4790, 2.1344], [-0.2721, 1.0439, 3.2545], [-0.1875, -1.0403, -1.0815], [1.2472, -3.2569, -0.7217], [-3.2079, -0.5990, -1.0831], [0.8856, 1.0313, -0.9874], [-0.3197, 0.1921, 0.7715], [1.4100, 0.9891, -2.3573], [2.6648, 0.1136, -2.4602], [0.1035, 0.0312, -0.5238], [0.3367, 0.6155, -3.3719], [0.2478, -3.1132, 1.7661], [0.2106, -0.4595, -3.4282], [3.0223, -0.3092, -1.5174], [-0.7766, 0.4999, 3.8981], [-1.1011, -0.3816, 1.0530], [-3.2893, -1.4745, 0.3718], [0.9296, 3.5560, 0.9316], [-2.4008, -2.2047, 1.4427], [0.5778, 0.9344, -4.3894], [2.7369, -1.0096, 1.8681], [1.4026, -1.3628, 1.1344], [-0.4584, -3.7019, -1.3544], [-2.4880, 0.0491, -1.0888], [1.5916, 1.7059, 2.6088], [-1.5891, -1.6051, 3.5278], [-0.6647, 0.9841, -3.1575], [-0.4994, 1.9579, 3.4674], [-0.4934, -2.1973, 0.8320], [-1.7896, 2.6919, 0.7577], [2.6703, 2.0874, 1.6388], [-0.3211, 1.0626, 1.2506], [1.5501, 4.0015, -0.5107], [3.5494, 0.5969, -2.8723], [0.8137, -2.4225, -0.9637], [-1.2401, -2.3883, -1.6222], [-2.5307, -0.7235, 2.8877], [-3.9349, 0.0421, -1.1060], [1.9394, -3.5677, -1.3044], [1.8136, 1.9954, -2.5131], [0.6422, 1.9180, -0.5783], [2.4474, -0.7585, -3.0775], [-1.2276, 3.8392, 0.0739]],
  "forces_ev_per_a": [[0.19, -0.59, -0.32], [0.87, 0.36, 0.07], [-0.03, -0.11, -0.33], [-1.27, 0.19, -0.25], [0.14, -0.49, -0.12], [-1.27, -0.49, -0.42], [0.50, 0.20, 0.66], [0.17, -0.33, 0.28], [0.10, 0.77, 0.76], [0.58, 0.06, -0.45], [0.09, -0.84, 1.27], [-0.28, 1.27, -0.56], [-0.70, -1.34, -0.67], [-1.20, 0.10, -1.58], [0.50, 0.62, 0.49], [0.25, -1.18, 0.01], [-0.06, 0.80, 1.99], [-0.12, -0.19, -0.78], [-0.10, -0.27, 0.09], [0.15, -0.22, 0.11], [-0.43, 0.27, 0.25], [-0.08, -0.06, -0.65], [-0.02, 0.08, -0.03], [0.35, 0.11, 0.74], [1.11, 0.01, -0.27], [-0.25, -0.28, -0.09], [0.21, 0.16, 0.14], [-0.03, -0.39, -0.06], [0.18, 0.02, 0.45], [0.30, 0.04, 0.10], [0.50, -0.53, 0.04], [-0.29, 0.04, 0.02], [0.20, 0.09, 0.56], [0.12, 0.43, 0.27], [0.03, -0.09, 0.22], [0.00, -0.07, -0.15], [-0.56, -0.42, -0.02], [-0.07, 0.11, -0.16], [0.58, 0.35, 0.21], [0.43, 0.21, 0.54], [-0.24, 0.31, -0.27], [0.59, 0.35, -0.75], [0.15, -0.18, -0.01], [-0.48, 0.40, 0.25], [-0.40, -0.53, -0.05], [-0.06, 0.54, -0.34], [-0.62, 0.14, -0.17], [0.38, 0.52, -0.09], [0.09, -0.03, -0.18], [-0.20, 0.06, -0.77]],
  "mulliken_charge": [-0.742, -0.571, -0.787, -0.714, -0.643, -0.779, -0.647, -0.648, -0.633, -0.425, -0.685, -0.671, 0.298, 0.883, 0.551, -1.358, -0.677, -1.520, 0.332, 0.323, 0.290, 0.290, 0.016, 0.434, 0.355, 0.275, 0.427, 0.290, 0.224, 0.397, 0.296, 0.318, 0.335, 0.304, 0.291, 0.262, 0.297, 0.317, -0.059, 0.255, 0.348, 0.407, 0.369, 0.404, 0.314, 0.265, 0.419, 0.300, 0.343, 0.328]
}

***

# 2
{
  "formula": "C4H32N2O14",
  "method": "wB97M-V/def2-TZVPD",
  "homo_ev": -9.8,
  "e_above_lowest_kcal_mol": 37.5,
  "orbital_gap_ev": 9.703,
  "multiplicity": 1,
  "symbols": ["O", "O", "O", "O", "O", "O", "O", "O", "O", "O", "O", "O", "O", "O", "N", "N", "C", "C", "C", "C", "H", "H", "H", "H", "H", "H", "H", "H", "H", "H", "H", "H", "H", "H", "H", "H", "H", "H", "H", "H", "H", "H", "H", "H", "H", "H", "H", "H", "H", "H", "H", "H"],
  "coordinates": [[2.2485, 2.9192, 3.1425], [-0.3923, -3.9409, 0.8325], [-1.0839, -2.7680, -3.1367], [-2.7265, 1.2926, 2.6466], [-0.3619, 2.0118, 3.7950], [1.6295, -3.7311, -0.6979], [-3.0254, 1.5585, -0.2828], [2.0257, -2.4998, -2.8749], [-0.8220, 2.9792, -0.0303], [2.5806, 0.2250, -2.6969], [-2.6569, -0.1598, -3.4349], [-2.4446, -2.2404, 1.1939], [4.4552, -0.5511, 0.8848], [-3.9399, -0.6628, -1.2808], [1.7004, 0.4404, -0.0346], [0.9233, 2.9125, 1.3807], [0.7393, -0.6350, 0.2833], [0.2394, 2.4557, 0.2448], [2.0542, 2.4444, 2.0431], [0.9379, 1.5396, -0.6857], [-1.3154, -1.8967, -3.4870], [-3.4511, 1.3796, 3.2647], [1.9144, -3.0807, -2.0532], [-3.2402, 1.6866, 0.6581], [2.4262, -0.7472, -2.7528], [-2.1982, -1.6836, 1.9310], [-4.7653, -0.2520, -1.5823], [-2.8378, 0.6517, -3.9145], [-1.0952, -3.2715, 0.9255], [-0.6005, -4.7248, 1.3481], [-1.6282, -2.8445, -2.3413], [2.1430, -4.5279, -0.5445], [-2.0877, 2.0049, 2.8059], [0.3302, 3.5112, 1.9402], [3.6195, -1.0198, 0.8121], [-2.6647, -0.0488, -2.4775], [2.2606, 0.0689, -0.8218], [4.3340, 0.2131, 0.3057], [2.0462, 0.7096, -3.3287], [0.4657, 2.4965, 3.9271], [-0.3030, -0.4770, -0.0478], [1.2199, -1.5918, 0.1007], [0.3311, 1.1915, -1.5322], [-3.3787, 0.0211, -0.8234], [0.7866, -3.7662, -0.1605], [2.7430, 1.8189, 1.4711], [1.7357, 2.2025, -1.1212], [-2.3782, 2.2691, -0.4579], [-3.1061, -1.7512, 0.6708], [1.1208, -2.2173, -3.0606], [0.5221, -0.5301, 1.3729], [-0.3210, 1.1101, 4.1353]],
  "forces_ev_per_a": [[0.37, -0.71, 0.24], [0.01, -0.02, 0.20], [0.12, 0.21, 0.24], [-0.08, -0.21, -0.69], [-0.63, 0.20, -0.06], [0.04, -0.13, 0.50], [-0.13, 0.62, 0.32], [0.01, 0.23, 0.41], [-0.01, 0.17, 0.25], [0.40, 0.06, 0.26], [0.81, -0.45, -1.01], [-0.33, 0.05, -0.35], [0.11, 0.20, -0.08], [0.29, -0.44, 1.03], [-1.25, -0.13, -1.63], [-0.60, -0.97, -0.86], [-0.21, 0.83, 2.40], [0.35, 0.70, 0.27], [-0.20, 1.62, -0.16], [2.47, -0.16, -0.39], [-0.31, 0.01, -0.07], [-0.04, 0.26, 0.27], [0.00, 0.79, -0.93], [0.16, -0.29, -0.11], [-0.01, 0.03, -0.50], [-0.10, 0.44, 0.22], [0.60, 0.05, 0.28], [0.08, 0.17, 0.45], [-0.32, -0.27, 0.04], [-0.19, 0.20, -0.05], [0.09, -0.03, -0.20], [-0.16, -0.06, 0.15], [-0.03, -0.22, 0.39], [0.14, 0.10, 0.06], [-0.05, -0.04, 0.04], [-0.50, 0.32, -0.42], [-0.32, 0.59, 0.52], [0.06, -0.21, 0.10], [-0.06, -0.41, -0.20], [0.21, -0.52, 0.28], [0.58, -0.40, -1.07], [-0.57, -0.15, -0.16], [-0.29, 0.23, 0.48], [-1.23, 0.02, -0.31], [0.68, -0.40, -0.30], [-0.22, -0.22, 0.23], [-0.69, -0.37, 0.10], [0.02, -0.44, -0.02], [0.27, -0.21, 0.09], [-0.20, -0.51, -0.11], [0.45, -0.53, -0.20], [0.40, 0.39, 0.05]],
  "mulliken_charge": [-0.621, -0.609, -0.622, -0.601, -0.611, -0.669, -0.608, -0.789, -0.812, -0.726, -0.682, -0.702, -0.648, -0.682, -0.059, -0.051, -0.785, 0.285, 0.149, -0.372, 0.324, 0.265, 0.432, 0.302, 0.441, 0.291, 0.303, 0.271, 0.373, 0.272, 0.277, 0.271, 0.331, 0.334, 0.321, 0.410, 0.317, 0.312, 0.280, 0.279, 0.254, 0.152, 0.252, 0.394, 0.393, 0.362, 0.463, 0.370, 0.280, 0.324, 0.274, 0.290]
}